# 1
Entry from the Open Molecules 2025 dataset: a molecular structure, C26H30F4IN2ORuSi at a distorted geometry (ωB97M-V/def2-TZVPD).

Relative energy (zero: lowest compared OMol25 entry of this formula, charge and spin), kcal per mole: 44.0
Net charge: +1
Kohn-Sham gap (spin up / spin down), eV: 4.1 / 4.1
Energy, eV: -61900.1143
HOMO level (spin up / spin down), Eh: -0.3840 / -0.3836

Each line ends with the Mulliken charge.
Cartesian coordinates (Å):
Ru -0.056 -0.218 0.323  0.522
C -3.006 -0.669 0.509  -1.108
N -2.062 0.043 -0.354  0.551
C -2.183 -0.478 -1.716  -0.661
C -2.291 1.502 -0.283  -1.082
C -1.084 2.285 -0.823  -0.742
N 0.122 1.582 -0.441  -0.135
C 1.345 1.995 -0.838  -0.065
C 2.461 1.159 -0.582  0.618
F 2.207 -0.069 0.006  -0.101
C 3.759 1.470 -0.933  -0.423
F 4.731 0.606 -0.639  -0.260
C 4.036 2.653 -1.597  -0.329
C 2.971 3.495 -1.884  -0.079
F 3.206 4.632 -2.533  -0.268
C 1.664 3.198 -1.518  0.759
F 0.697 4.083 -1.823  -0.283
H -4.027 -0.575 0.123  0.335
H -2.975 -0.272 1.526  0.358
H -2.739 -1.729 0.540  0.149
H -3.201 -0.322 -2.098  0.346
H -1.971 -1.551 -1.704  -0.027
H -1.478 0.017 -2.386  0.287
H -2.439 1.759 0.772  0.456
H -3.199 1.772 -0.839  0.303
H -1.090 3.300 -0.401  0.529
H -1.139 2.388 -1.916  0.586
H 5.039 2.909 -1.884  0.543
I -0.016 0.120 2.946  -0.142
C 2.228 -3.522 1.877  -1.483
C 2.055 -4.228 0.554  1.855
C 2.890 -3.580 -0.524  -1.479
C 2.272 -5.716 0.653  -1.831
Si 0.114 -3.881 0.025  -1.583
O -0.085 -2.333 0.030  2.093
C -0.907 -4.680 1.430  0.381
C -1.307 -6.009 1.385  -0.199
C -2.239 -6.482 2.293  -0.735
C -2.765 -5.637 3.256  -0.562
C -2.341 -4.320 3.329  -0.787
C -1.404 -3.848 2.427  0.088
C -0.393 -4.601 -1.659  1.026
C -1.751 -4.469 -1.951  -0.393
C -2.261 -4.868 -3.172  -0.821
C -1.422 -5.421 -4.126  -0.528
C -0.080 -5.591 -3.838  -0.825
C 0.428 -5.187 -2.613  -0.334
H 3.275 -3.585 2.180  0.535
H 1.627 -3.969 2.663  0.339
H 1.976 -2.465 1.801  -0.119
H 3.946 -3.701 -0.276  0.543
H 2.687 -2.515 -0.596  0.030
H 2.735 -4.024 -1.502  0.223
H 3.326 -5.909 0.859  0.547
H 2.025 -6.230 -0.272  0.258
H 1.693 -6.152 1.462  0.354
H -0.910 -6.675 0.632  0.462
H -2.560 -7.511 2.243  0.425
H -3.499 -6.005 3.956  0.401
H -2.740 -3.658 4.082  0.443
H -1.070 -2.821 2.484  0.060
H -2.410 -4.044 -1.205  0.522
H -3.315 -4.749 -3.378  0.424
H -1.818 -5.720 -5.086  0.398
H 0.577 -6.036 -4.570  0.433
H 1.481 -5.334 -2.426  0.200

# 2
Entry from the Open Molecules 2025 dataset: a molecular structure, C26H30FN7O4RuS2 (ωB97M-V/def2-TZVPD).

Relative energy (zero: lowest compared OMol25 entry of this formula, charge and spin), kcal per mole: 17.6
Net charge: +1
Kohn-Sham gap (spin up / spin down), eV: 5.0 / 5.6
Energy, eV: -73032.1450
HOMO level (spin up / spin down), Eh: -0.3137 / -0.3356
Spin multiplicity: 2

Each line ends with the Mulliken charge.
Cartesian coordinates (Å):
Ru 0.389 0.172 -3.754  0.892
F -2.018 -0.024 2.666  -0.346
C -0.726 -0.065 2.270  0.253
C -0.442 0.131 0.953  -0.703
C 0.882 0.136 0.510  0.737
C 1.176 0.396 -0.904  1.769
O 0.222 0.596 -1.687  -0.773
C 2.547 0.408 -1.265  -0.471
C 3.482 0.173 -0.302  -0.484
N 3.220 -0.101 0.990  0.247
C 4.316 -0.319 1.913  -0.238
C 4.485 -1.681 2.521  -0.456
C 5.447 -1.193 1.479  -0.988
C 1.905 -0.086 1.435  -0.294
C 1.591 -0.299 2.783  -0.557
C 0.282 -0.285 3.225  -1.146
N 0.023 -0.523 4.602  0.214
C -1.317 -0.852 5.083  -0.747
C -1.193 -1.327 6.542  -0.702
N 0.209 -1.832 6.745  -0.154
C 1.184 -0.680 6.722  -0.741
C 0.751 0.262 5.592  -0.674
C 3.083 0.704 -2.647  0.405
O 4.270 0.917 -2.768  -0.667
O 2.235 0.746 -3.634  -0.665
H -1.239 0.303 0.241  0.635
H 4.525 0.204 -0.590  0.785
H 4.555 0.546 2.520  0.389
H 3.780 -2.443 2.215  0.259
H 4.813 -1.744 3.550  0.304
H 5.389 -1.649 0.500  0.356
H 6.441 -0.898 1.781  0.263
H 2.388 -0.508 3.483  0.811
H -1.730 -1.647 4.468  0.516
H -2.013 -0.009 5.056  0.426
H -1.891 -2.127 6.770  0.378
H -1.335 -0.524 7.262  0.349
H 0.436 -2.438 5.954  0.379
H 0.299 -2.374 7.602  0.335
H 2.172 -1.106 6.561  0.432
H 1.153 -0.202 7.699  0.377
H 1.626 0.728 5.152  0.480
H 0.121 1.068 5.986  0.323
S 0.315 -0.250 -5.972  -0.201
C -0.052 -1.918 -6.061  0.680
C -0.328 -2.481 -7.362  -0.172
N -0.566 -2.912 -8.401  -0.410
C -0.065 -2.689 -4.947  0.503
S 0.251 -1.998 -3.399  -0.434
C -0.311 -4.107 -4.986  -0.177
N -0.492 -5.243 -4.981  -0.456
C -4.872 1.086 -3.099  -1.323
N -3.430 0.870 -3.168  0.253
C -2.992 -0.522 -3.043  -0.865
C -2.500 1.758 -3.604  0.671
O -1.389 1.327 -4.014  -0.629
N -2.678 3.106 -3.627  0.135
C -3.873 3.907 -3.398  -0.960
C -1.588 3.935 -4.141  -1.126
H -5.342 0.109 -3.047  0.413
H -5.257 1.573 -3.994  0.448
H -5.179 1.645 -2.215  0.350
H -3.751 -1.061 -2.482  0.431
H -2.059 -0.587 -2.496  0.114
H -2.856 -1.003 -4.014  0.307
H -4.700 3.350 -2.992  0.312
H -4.192 4.369 -4.335  0.326
H -3.631 4.707 -2.696  0.324
H -0.660 3.384 -4.170  0.270
H -1.476 4.798 -3.484  0.369
H -1.819 4.292 -5.147  0.342

# 3
Entry from the Open Molecules 2025 dataset: a molecular structure, C26H30N2O9S at a distorted geometry (ωB97M-V/def2-TZVPD).

Relative energy (zero: lowest compared OMol25 entry of this formula, charge and spin), kcal per mole: 0.0
Net charge: 0
Kohn-Sham gap, eV: 8.4
Energy, eV: -59692.1641
HOMO level, Eh: -0.3066

Each line ends with the Mulliken charge.
Cartesian coordinates (Å):
C -2.421 -3.185 -6.438  -1.434
C -1.905 -2.049 -5.580  1.072
C -2.587 -1.622 -4.459  -1.054
C -2.118 -0.556 -3.696  -0.368
C -0.952 0.072 -4.086  0.673
C -0.374 1.275 -3.341  -0.626
C -1.189 1.748 -2.179  0.228
C -1.883 2.928 -2.242  -0.954
C -2.640 3.433 -1.161  -0.864
C -2.719 2.762 0.029  -0.757
C -2.045 1.534 0.114  0.767
N -1.993 0.664 1.168  -0.515
S -1.109 -0.548 0.726  0.053
N -0.689 -0.175 -0.759  -0.016
C -1.292 1.027 -0.965  0.454
C -0.236 -0.367 -5.193  -0.741
C -0.712 -1.431 -5.941  -0.675
H -3.297 -3.627 -5.966  0.335
H -2.754 -2.807 -7.405  0.310
H -1.629 -3.919 -6.572  0.342
H -3.504 -2.126 -4.180  0.307
H -2.667 -0.241 -2.822  0.476
H 0.665 1.091 -3.069  0.202
H -0.355 2.081 -4.078  0.560
H -1.839 3.487 -3.168  0.414
H -3.154 4.381 -1.238  0.371
H -3.273 3.148 0.872  0.473
H 0.694 0.098 -5.484  0.582
H -0.142 -1.739 -6.807  0.387
C 4.274 -0.757 4.473  -1.503
C 3.431 0.272 3.763  0.451
C 2.249 0.774 4.562  -0.603
O 1.305 1.104 3.527  -0.186
C 1.586 0.321 2.474  0.452
O 0.857 0.190 1.530  -0.439
O 2.769 -0.298 2.610  -0.280
H 5.152 -1.008 3.878  0.375
H 4.608 -0.382 5.440  0.377
H 3.712 -1.679 4.619  0.363
H 4.054 1.100 3.416  0.284
H 2.482 1.650 5.162  0.369
H 1.808 0.008 5.204  0.331
C 2.883 -4.133 -1.987  -1.489
C 3.207 -2.740 -2.464  0.556
C 2.177 -1.695 -2.085  -0.333
O 2.300 -0.754 -3.158  -0.236
C 2.745 -1.427 -4.242  0.647
O 2.754 -0.996 -5.349  -0.557
O 3.177 -2.665 -3.903  -0.362
H 3.701 -4.816 -2.214  0.376
H 2.712 -4.144 -0.910  0.358
H 1.997 -4.515 -2.495  0.375
H 4.207 -2.447 -2.133  0.252
H 2.383 -1.218 -1.130  0.201
H 1.156 -2.082 -2.076  0.196
C -1.137 1.862 4.507  -1.099
C -2.177 1.749 5.592  0.533
C -2.543 3.058 6.253  -0.499
O -2.908 2.642 7.575  -0.340
C -2.233 1.496 7.842  0.617
O -2.143 1.000 8.916  -0.531
O -1.672 0.996 6.713  -0.334
H -0.996 0.902 4.022  0.190
H -1.436 2.586 3.750  0.302
H -0.182 2.159 4.930  0.247
H -3.066 1.239 5.214  0.282
H -3.374 3.562 5.766  0.320
H -1.698 3.748 6.327  0.334

Question: Look up the relative energy (zero: lowest compared OMol25 entry of this formula, charge and spin) of the second one.
Answer: 17.6 kcal per mole